# 1
{"formula": "C19H14BrGaN7O8Se", "method": "ωB97M-V/def2-TZVPD", "total_charge": 1, "homo_lumo_gap_ev": 6.632, "e_tot_ev": -234496.10751, "spin_multiplicity": 1, "relative_energy_kj_mol": 46.03, "molar_mass_da": 696.95, "symbols": ["Ga", "O", "C", "O", "C", "C", "C", "C", "C", "C", "N", "O", "O", "N", "O", "O", "H", "H", "H", "N", "N", "H", "H", "H", "H", "Se", "N", "C", "C", "C", "C", "N", "C", "N", "H", "H", "H", "Br", "C", "C", "C", "C", "C", "C", "C", "O", "O", "H", "H", "H", "H"], "xyz": [[-0.278315, 0.109933, -1.160125], [-0.658025, 3.977989, -0.465640], [-0.000141, 2.989828, -0.304733], [-0.158472, 1.897809, -1.052454], [1.031107, 2.923984, 0.789093], [0.916488, 3.812057, 1.849285], [1.797502, 3.710390, 2.907682], [2.784758, 2.747902, 2.963087], [2.877204, 1.883756, 1.890448], [2.033733, 1.968603, 0.798572], [3.863509, 0.786485, 1.943110], [4.702297, 0.816685, 2.812232], [3.785356, -0.081130, 1.079835], [1.660724, 4.644585, 4.052981], [2.495551, 4.565673, 4.931181], [0.731044, 5.425846, 4.021739], [0.146570, 4.571842, 1.850367], [3.446901, 2.674412, 3.812895], [2.180944, 1.307755, -0.043597], [2.516780, 0.339996, -2.361485], [1.160860, 0.117562, -2.738921], [3.108436, 0.427200, -3.177130], [2.847030, -0.427874, -1.796763], [1.030552, -0.633748, -3.408612], [0.836211, 0.963186, -3.194313], [-0.054021, 0.079555, 3.348332], [0.910102, -1.362362, 3.530426], [1.184014, -1.799296, 2.313762], [1.961329, -2.934377, 1.963969], [2.125268, -3.198443, 0.639868], [1.547447, -2.368547, -0.348696], [0.823068, -1.303620, -0.087944], [0.629495, -1.007516, 1.244966], [-0.069670, 0.044880, 1.590243], [2.406384, -3.550687, 2.735435], [2.714130, -4.045748, 0.319389], [1.689703, -2.610248, -1.396385], [-3.721659, -0.365036, -4.809875], [-4.291141, -1.435668, -3.364338], [-5.497187, -2.094051, -3.542073], [-6.013009, -2.899102, -2.540952], [-5.336468, -3.048372, -1.340143], [-4.149139, -2.375383, -1.145284], [-3.597580, -1.567864, -2.146301], [-2.320947, -0.907774, -1.799933], [-1.487382, -0.445406, -2.648799], [-1.965335, -0.799537, -0.575116], [-6.035924, -1.971793, -4.471347], [-6.955177, -3.408037, -2.698893], [-5.739516, -3.680702, -0.559875], [-3.615394, -2.465594, -0.209170]], "forces_ev_per_a": [[0.193, -0.616, -0.260], [0.077, -0.051, -0.069], [-0.329, 0.028, 0.177], [0.204, 0.059, -0.051], [0.050, -0.171, -0.046], [-0.096, 0.188, 0.045], [-0.046, -0.038, 0.057], [0.146, -0.033, 0.147], [-0.124, -0.066, 0.008], [0.115, -0.039, -0.098], [0.448, 0.076, -0.259], [-0.286, -0.040, -0.081], [-0.197, 0.088, 0.189], [-0.011, 0.298, 0.089], [-0.214, -0.048, -0.192], [0.266, -0.300, -0.006], [-0.006, -0.030, -0.020], [0.019, 0.003, 0.006], [-0.020, -0.040, 0.025], [0.064, 0.189, 0.092], [-0.182, -0.004, 0.275], [0.072, -0.013, -0.081], [0.027, -0.114, 0.088], [0.000, -0.188, -0.126], [-0.075, 0.214, -0.073], [-0.356, 0.410, 0.314], [0.262, -0.241, 0.030], [-0.086, 0.095, -0.400], [0.014, -0.009, 0.088], [0.134, -0.150, 0.040], [-0.178, 0.204, -0.286], [-0.119, 0.366, 0.474], [0.219, -0.262, 0.142], [-0.111, -0.020, -0.241], [-0.027, 0.029, -0.034], [-0.027, 0.014, -0.056], [0.013, -0.020, -0.002], [0.130, 0.030, 0.120], [0.195, 0.001, 0.191], [-0.042, -0.029, -0.030], [-0.042, -0.036, 0.040], [-0.058, -0.070, 0.050], [0.062, 0.025, 0.020], [0.026, 0.134, -0.099], [-0.194, -0.089, -0.139], [-0.112, -0.039, 0.066], [0.153, 0.231, -0.069], [0.036, 0.009, 0.004], [0.022, 0.011, -0.023], [0.021, 0.041, -0.019], [-0.027, 0.013, -0.016]]}


# 2
{"formula": "C16H10CaClF5", "method": "ωB97M-V/def2-TZVPD", "total_charge": -2, "homo_lumo_gap_ev": 6.099, "e_tot_ev": -61303.66969, "spin_multiplicity": 1, "molar_mass_da": 372.78, "symbols": ["C", "C", "C", "H", "C", "C", "H", "H", "H", "H", "Ca", "Cl", "C", "C", "C", "H", "C", "C", "H", "H", "H", "H", "F", "C", "C", "C", "F", "C", "F", "C", "F", "C", "F"], "xyz": [[-2.316894, -0.943218, -0.100782], [-1.714217, -1.130509, -1.390216], [-1.486869, 0.166958, -1.956997], [-1.373461, -2.103997, -1.800789], [-1.930462, 1.159988, -1.019953], [-2.450931, 0.471689, 0.129563], [-2.806412, 0.942302, 1.065957], [-2.545920, -1.745389, 0.626293], [-0.961328, 0.369386, -2.908097], [-1.792824, 2.258668, -1.100489], [-0.044891, -0.030748, 0.392082], [0.200687, -2.088419, 1.593356], [2.453988, 0.130640, 0.256052], [2.037730, 1.371450, -0.347966], [1.549415, 1.086982, -1.663302], [2.016035, 2.359591, 0.146936], [1.644886, -0.330114, -1.874822], [2.199177, -0.921807, -0.693978], [2.282650, -2.007921, -0.489436], [2.729394, -0.023302, 1.322993], [1.087831, 1.827811, -2.347021], [1.264941, -0.891296, -2.751625], [-2.128055, -0.535122, 2.882332], [-1.221289, 0.362927, 3.341969], [-0.201401, 0.878410, 2.560607], [0.705775, 1.739895, 3.117358], [1.754545, 2.249311, 2.421318], [0.576919, 2.142644, 4.443425], [1.460562, 3.007544, 4.962612], [-0.465285, 1.647798, 5.219577], [-0.597142, 2.041845, 6.502906], [-1.360812, 0.748110, 4.668165], [-2.371043, 0.255293, 5.397973]], "forces_ev_per_a": [[-0.699, 0.392, -0.414], [-0.243, 0.581, 0.336], [-0.264, -0.010, 0.374], [-0.344, 0.867, 0.279], [-0.103, -0.534, 0.005], [-0.643, -0.374, -0.524], [0.208, -0.381, -0.845], [0.208, 0.738, -0.626], [-0.414, -0.147, 0.744], [-0.173, -0.917, -0.048], [0.623, 0.623, -2.058], [0.392, -2.405, 1.167], [0.212, 0.009, -0.513], [0.278, -0.346, -0.235], [0.188, -0.348, 0.364], [0.121, -0.785, -0.452], [0.214, 0.217, 0.476], [0.147, 0.595, -0.052], [-0.004, 0.974, -0.190], [-0.125, 0.193, -1.051], [0.395, -0.628, 0.515], [0.326, 0.484, 0.673], [0.047, 0.280, 0.146], [1.069, 0.997, 0.531], [-0.280, 0.233, 0.276], [-1.393, -0.499, 1.114], [0.049, 0.181, 0.120], [-0.086, -0.373, -0.615], [0.351, 0.515, 0.693], [0.348, 0.078, -0.473], [-0.033, 0.085, 0.341], [0.054, -0.230, -0.816], [-0.428, -0.065, 0.758]]}


# 3
{"formula": "C63H51N5O2P2SSr", "method": "ωB97M-V/def2-TZVPD", "total_charge": 2, "homo_lumo_gap_ev": 6.923, "e_tot_ev": -107948.97848, "spin_multiplicity": 1, "relative_energy_kj_mol": 0.00, "molar_mass_da": 1091.77, "symbols": ["Sr", "O", "S", "C", "C", "C", "C", "C", "C", "C", "C", "C", "C", "P", "C", "C", "C", "C", "C", "C", "C", "C", "C", "C", "C", "C", "C", "C", "C", "C", "C", "C", "C", "C", "C", "C", "C", "C", "P", "C", "C", "C", "C", "C", "C", "C", "C", "C", "C", "C", "C", "C", "C", "H", "H", "H", "H", "H", "H", "H", "H", "H", "H", "H", "H", "H", "H", "H", "H", "H", "H", "H", "H", "H", "H", "H", "H", "H", "H", "H", "H", "H", "H", "H", "H", "H", "H", "H", "H", "C", "C", "C", "C", "N", "C", "C", "C", "C", "C", "C", "N", "H", "H", "H", "H", "H", "H", "H", "H", "C", "N", "C", "C", "C", "N", "C", "O", "N", "H", "H", "H", "H", "H", "H", "H"], "xyz": [[-0.712222, -0.067573, 0.140979], [1.642517, -1.519920, -1.187807], [1.945162, 0.858578, 1.109134], [2.693226, 1.286345, 2.671790], [3.673959, 2.257316, 2.656315], [4.317549, 2.715353, 3.817950], [3.921181, 2.197483, 5.018389], [4.414030, 2.460806, 6.419598], [3.480449, 1.619578, 7.328132], [2.619452, 0.835657, 6.370873], [1.672782, -0.119869, 6.590039], [1.015839, -0.673564, 5.474575], [1.257166, -0.301707, 4.166797], [0.290174, -1.172050, 2.874573], [-1.146878, -1.878627, 3.745857], [-2.292340, -1.079855, 3.754224], [-3.451033, -1.514455, 4.379773], [-3.481104, -2.762317, 4.987045], [-2.349300, -3.565887, 4.977796], [-1.185145, -3.126014, 4.365511], [1.330430, -2.605819, 2.438927], [2.717609, -2.542760, 2.552639], [3.508529, -3.591042, 2.101937], [2.923742, -4.719244, 1.545408], [1.540994, -4.796023, 1.440742], [0.751171, -3.743380, 1.874068], [2.243962, 0.716927, 3.905709], [2.896835, 1.233034, 5.046421], [3.328630, 0.799401, -0.014760], [4.377695, -0.030737, 0.314369], [5.602181, -0.024997, -0.384203], [5.756287, 0.869002, -1.408935], [6.940160, 1.181874, -2.291400], [6.466644, 2.357980, -3.188951], [5.025339, 2.580914, -2.804512], [4.092546, 3.473526, -3.255804], [2.790215, 3.395761, -2.724413], [2.407229, 2.511212, -1.736561], [0.608581, 2.292318, -1.440079], [-0.101868, 2.189994, -3.125402], [-0.385407, 3.266388, -3.965046], [-0.939282, 3.056059, -5.219639], [-1.207570, 1.766210, -5.661066], [-0.916966, 0.683688, -4.843141], [-0.374142, 0.899247, -3.583445], [0.082849, 3.892899, -0.748556], [0.818024, 4.395012, 0.327078], [0.402792, 5.535703, 0.994877], [-0.750245, 6.198155, 0.593406], [-1.486614, 5.707196, -0.474950], [-1.078831, 4.556957, -1.136815], [3.405447, 1.660787, -1.154987], [4.671606, 1.691338, -1.770784], [3.968426, 2.675154, 1.702487], [5.096176, 3.462550, 3.742880], [4.383990, 3.522202, 6.665454], [5.453659, 2.143835, 6.517825], [2.856934, 2.257412, 7.956576], [4.035528, 0.963368, 7.998148], [1.420583, -0.460615, 7.585109], [0.272003, -1.434367, 5.667395], [-2.262647, -0.104681, 3.277155], [-4.329838, -0.882757, 4.396523], [-4.383513, -3.106444, 5.474041], [-2.370648, -4.534188, 5.459455], [-0.301397, -3.752241, 4.374143], [3.180123, -1.679213, 3.016261], [4.584155, -3.536201, 2.207936], [3.542891, -5.542752, 1.215459], [1.074992, -5.681756, 1.029150], [-0.328668, -3.811907, 1.795011], [4.265226, -0.674154, 1.178477], [6.402720, -0.684530, -0.075846], [7.217420, 0.310798, -2.886646], [7.815466, 1.448030, -1.698542], [6.561375, 2.129307, -4.250594], [7.052226, 3.260406, -3.008983], [4.322096, 4.199116, -4.024217], [2.041594, 4.058669, -3.141297], [-0.189481, 4.280875, -3.640135], [-1.154556, 3.902726, -5.857292], [-1.629506, 1.605925, -6.643691], [-1.104374, -0.324625, -5.188940], [-0.130023, 0.047627, -2.953424], [1.720856, 3.885337, 0.643002], [0.985010, 5.914871, 1.823868], [-1.064658, 7.099853, 1.101134], [-2.375806, 6.228008, -0.807117], [-1.666999, 4.187183, -1.967969], [-4.920723, -2.341925, 0.801772], [-4.722946, -3.672623, 0.479182], [-3.526023, -4.049865, -0.110369], [-2.562960, -3.085181, -0.356986], [-2.746417, -1.793262, -0.032100], [-3.901876, -1.443581, 0.528539], [-1.245285, -3.423947, -0.978377], [-0.951874, -4.618016, -1.612729], [0.334064, -4.791391, -2.121790], [1.284086, -3.793479, -2.008192], [0.882194, -2.623740, -1.374558], [-0.322526, -2.464258, -0.872698], [-5.838765, -2.006617, 1.261804], [-5.485158, -4.411500, 0.685811], [-3.344594, -5.085534, -0.359299], [-4.017569, -0.393847, 0.776174], [-1.688300, -5.398198, -1.730956], [0.590169, -5.718326, -2.617186], [2.285200, -3.917667, -2.396530], [2.555287, -1.625503, -1.482746], [-3.323045, 3.774824, 2.243991], [-3.506887, 3.224759, 0.902078], [-4.426947, 3.713718, 0.037348], [-4.540845, 3.239675, -1.222155], [-3.612492, 2.232246, -1.619324], [-2.726768, 1.735515, -0.760915], [-2.674357, 2.199942, 0.506642], [-1.881086, 1.712822, 1.335553], [-3.593368, 1.777800, -2.875368], [-4.011184, 4.604940, 2.378853], [-2.298491, 4.124492, 2.354797], [-3.514148, 3.010848, 2.994212], [-5.059092, 4.506047, 0.414038], [-5.276086, 3.634242, -1.905109], [-4.201510, 2.176471, -3.568749], [-2.837545, 1.183937, -3.183632]], "forces_ev_per_a": [[0.083, -0.095, -0.165], [0.028, 0.014, -0.097], [0.306, 0.037, 0.018], [-0.064, 0.034, 0.040], [-0.104, -0.104, 0.007], [-0.017, -0.007, 0.055], [0.056, 0.074, -0.019], [-0.003, -0.025, 0.004], [0.006, 0.022, -0.013], [-0.047, -0.035, 0.021], [0.072, 0.044, 0.050], [0.001, 0.035, -0.061], [0.020, 0.011, -0.038], [-0.071, 0.045, -0.004], [-0.016, 0.016, 0.008], [0.038, -0.039, -0.002], [-0.003, -0.018, 0.005], [-0.010, 0.031, -0.005], [0.000, -0.022, 0.016], [0.045, 0.012, -0.011], [0.032, 0.012, 0.022], [-0.063, -0.002, 0.008], [0.002, -0.018, 0.006], [0.031, 0.031, 0.004], [-0.026, -0.003, -0.013], [-0.018, 0.048, 0.009], [-0.018, -0.082, 0.004], [-0.041, -0.040, -0.102], [-0.152, 0.080, -0.021], [0.008, 0.075, -0.041], [0.037, 0.028, -0.073], [0.034, -0.060, 0.067], [-0.007, 0.018, -0.020], [-0.003, -0.002, 0.032], [-0.077, 0.065, -0.037], [0.130, -0.093, 0.026], [-0.026, 0.009, -0.017], [-0.021, -0.092, 0.019], [0.135, -0.088, -0.047], [0.042, 0.084, 0.008], [-0.028, -0.001, -0.006], [-0.013, -0.028, 0.000], [0.007, 0.083, -0.003], [0.024, -0.067, -0.005], [0.039, 0.048, 0.019], [0.013, -0.023, 0.025], [0.000, 0.006, 0.008], [0.001, 0.012, -0.017], [-0.014, -0.015, -0.023], [-0.002, 0.015, 0.024], [-0.047, -0.044, -0.004], [0.023, -0.013, 0.049], [-0.093, 0.018, 0.046], [0.030, 0.016, -0.050], [0.013, 0.010, -0.003], [-0.008, -0.001, -0.007], [-0.002, 0.006, 0.004], [0.002, 0.000, 0.006], [-0.001, -0.005, -0.005], [-0.007, -0.011, 0.019], [-0.001, -0.002, 0.011], [-0.028, 0.026, 0.000], [-0.008, 0.010, -0.001], [-0.013, -0.006, 0.008], [0.005, -0.015, 0.005], [-0.015, -0.010, 0.011], [0.009, -0.020, 0.009], [0.019, -0.001, 0.002], [-0.006, -0.013, -0.006], [-0.002, -0.026, -0.010], [0.020, -0.028, -0.025], [0.026, 0.009, -0.011], [0.002, -0.011, 0.012], [0.002, -0.001, -0.001], [-0.007, -0.002, 0.002], [0.001, -0.006, 0.000], [0.004, -0.003, -0.002], [-0.017, 0.022, -0.017], [0.003, -0.018, -0.021], [0.035, -0.034, -0.023], [-0.005, 0.011, -0.026], [-0.010, 0.000, -0.023], [-0.003, -0.015, 0.000], [0.014, -0.027, -0.016], [0.009, 0.019, 0.011], [0.015, 0.004, 0.012], [-0.001, 0.019, 0.013], [-0.016, 0.016, -0.004], [0.001, 0.024, 0.063], [-0.005, -0.029, 0.000], [0.021, 0.023, -0.013], [-0.024, -0.038, 0.018], [0.147, 0.026, -0.063], [-0.078, -0.147, 0.054], [-0.070, -0.068, 0.015], [-0.005, -0.027, 0.023], [-0.002, 0.009, 0.029], [0.027, 0.028, 0.015], [-0.015, -0.018, -0.043], [-0.047, -0.172, 0.081], [-0.132, 0.348, -0.072], [-0.002, 0.025, 0.010], [-0.008, 0.000, 0.000], [-0.001, 0.009, 0.003], [0.010, 0.010, -0.002], [-0.018, 0.008, 0.016], [0.016, -0.003, -0.009], [0.015, 0.019, -0.008], [0.034, -0.044, 0.034], [0.006, 0.039, 0.093], [0.038, -0.019, -0.001], [-0.052, 0.032, -0.065], [0.041, -0.017, -0.004], [0.069, 0.093, -0.022], [0.075, -0.283, 0.061], [-0.014, 0.096, 0.073], [-0.207, 0.137, 0.095], [-0.082, 0.026, 0.047], [-0.005, -0.012, -0.020], [-0.001, 0.004, -0.027], [-0.013, -0.006, -0.016], [0.003, -0.003, 0.011], [-0.021, 0.019, 0.002], [0.014, -0.013, -0.014], [-0.006, 0.020, 0.010]]}